# 1
The following is a DFT calculation (ωB97M-V with the def2-TZVPD basis set) of a cluster of 2 separate species, C5H9NO in total at a distorted geometry.

```
16
Properties=species:S:1:pos:R:3:forces:R:3:mulliken_spin:R:1
C -0.74218 -0.90736 1.37273 0.084 0.005 0.070 0.055
C -0.83948 0.46887 1.60041 -0.342 0.928 -0.299 0.415
N 0.09131 1.11614 0.80603 0.106 -0.242 0.880 -0.063
C 0.79837 0.19638 0.13865 0.130 -0.808 -0.924 0.329
C 0.23186 -1.10145 0.43285 0.001 -0.177 1.030 0.153
C 1.82319 0.49600 -0.86016 -0.089 0.029 -0.802 0.037
H -1.30997 -1.64192 1.90881 -0.235 -0.199 -0.111 0.005
H -1.60633 1.01410 2.14132 0.406 -0.007 0.146 0.010
H 0.44144 2.05761 0.93900 -0.467 0.105 -0.174 -0.001
H 0.54220 -2.09002 0.13653 0.326 0.219 -0.526 0.002
H 1.93421 1.55404 -1.05264 0.203 0.288 0.279 0.000
H 2.78534 0.02261 -0.66199 -0.019 -0.006 0.191 0.028
H 1.48380 0.08257 -1.82968 0.040 -0.095 0.332 0.019
H -2.05842 -0.56576 -2.43565 0.109 -0.002 0.037 0.000
H -0.82135 -0.41814 -1.52160 -0.405 -0.174 -0.051 0.004
O -1.12120 -0.33716 -2.43039 0.152 0.136 -0.078 0.007
```
Positions in Å, forces in eV/Å.

Multiplicity = 2
⟨S²⟩ = 0.7630
E = -325.61503 Eh
Frontier orbital gap (alpha / beta) = 10.996 / 7.550 eV
Total charge = +1
Highest occupied orbital energy (alpha / beta) = -14.7 / -15.1 eV
Maximum force = 1.2 eV/A
Energy relative to the best compared isomer or geometry (same formula, charge and spin) = 1.4 kJ/mol

=====

# 2
The following is a DFT calculation (ωB97M-V with the def2-TZVPD basis set) of a cluster of 9 separate species, C35H57BO20Si in total at a distorted geometry.

```
114
Properties=species:S:1:pos:R:3:forces:R:3:mulliken_charge:R:1
O 1.96478 -3.43102 2.15862 -0.506 -0.032 0.965 -0.560
C 1.48688 -3.21801 3.24983 0.544 -0.009 -1.336 0.072
O 1.64568 -4.10725 4.29604 -0.091 0.462 0.290 -0.494
C 0.69911 -2.00953 3.61294 -0.064 -0.694 0.459 0.690
Si -0.96919 -2.52355 4.36973 -0.078 0.534 -0.171 0.668
C -2.38558 -1.53356 3.68566 -0.580 -0.128 0.075 0.277
B -3.71308 -2.30450 3.97274 0.309 0.547 -0.479 0.481
O -4.24798 -3.16178 3.04231 0.421 -0.021 0.111 -0.550
O -4.36694 -2.09757 5.17663 -0.308 -0.998 0.060 -0.615
H 1.12951 -4.89368 4.11339 0.106 -0.449 -0.187 0.340
H 1.23146 -1.49052 4.40244 0.104 0.261 0.155 0.457
H 0.56649 -1.37576 2.75363 -0.043 0.240 -0.175 -0.667
H -1.21404 -3.97239 4.14800 0.084 -0.027 -0.052 -0.370
H -0.96570 -2.30863 5.83969 0.122 -0.129 0.061 -0.239
H -2.44023 -0.58414 4.20757 0.312 0.250 0.173 -0.290
H -2.23599 -1.32927 2.63090 0.103 -0.200 -0.148 0.296
H -4.53662 -3.95863 3.48917 -0.688 -0.137 -0.025 0.286
H -3.73574 -2.15597 5.89361 0.114 0.545 0.397 0.286
O -0.19363 0.89712 4.81131 0.014 -0.134 -0.229 -0.572
C -0.44449 0.96863 5.97761 0.055 0.301 0.105 0.483
O -1.64762 0.60706 6.47891 -0.075 -0.050 0.054 -0.205
C -1.71203 0.90011 7.88773 0.029 0.051 0.147 -0.535
C -0.25954 0.95857 8.34741 0.073 0.042 -0.092 -0.591
C 0.44401 1.48202 7.09449 -0.177 -0.322 0.292 -0.578
H -2.22986 1.85234 8.01559 0.011 0.018 -0.029 0.337
H -2.28578 0.11965 8.38050 -0.052 -0.054 -0.107 0.315
H -0.11683 1.57506 9.23174 -0.048 0.051 -0.019 0.354
H 0.09698 -0.04638 8.57584 -0.013 -0.016 0.009 0.282
H 0.45303 2.57198 7.05179 0.047 0.017 -0.059 0.282
H 1.45522 1.10365 6.98027 0.060 0.128 -0.133 0.318
O -1.12554 -0.67236 0.99007 -0.182 -0.224 -0.300 -0.649
C -0.18954 -0.15230 0.45116 0.179 0.255 0.355 0.306
O 0.30065 -0.56850 -0.73128 0.028 -0.004 -0.117 -0.403
C 1.47929 0.19550 -1.06328 0.231 0.151 0.061 0.680
C 1.36405 1.48545 -0.26495 -0.007 0.123 0.074 -0.343
C 0.61907 1.01084 0.98029 0.132 0.142 -0.553 0.689
H 2.35866 -0.39066 -0.78383 -0.057 -0.059 0.045 0.204
H 1.49640 0.37289 -2.13407 -0.164 -0.090 -0.040 -0.540
H 2.32336 1.95640 -0.05853 0.035 -0.106 0.018 0.570
H 0.74464 2.18993 -0.82167 0.133 -0.079 0.174 -0.073
H 1.29657 0.64758 1.75593 -0.080 0.017 0.084 0.362
H -0.03678 1.76743 1.39168 -0.015 -0.080 0.199 -0.730
O -3.73579 3.97816 4.70066 0.069 0.214 0.134 -0.565
C -4.38872 3.01590 4.42216 0.071 -0.321 -0.154 0.505
O -5.19880 2.40297 5.31426 -0.052 0.025 -0.031 -0.383
C -5.76866 1.21046 4.73285 0.044 -0.176 -0.111 -0.103
C -5.69572 1.42571 3.22643 0.105 0.077 -0.043 -0.639
C -4.43262 2.27679 3.09697 -0.409 -0.080 0.071 -0.019
H -5.17009 0.35513 5.05033 -0.009 -0.001 0.015 0.011
H -6.78526 1.08879 5.09701 0.023 0.116 0.130 0.347
H -5.66482 0.49509 2.66393 0.045 -0.042 0.054 0.361
H -6.56319 1.99497 2.88975 -0.010 0.004 -0.001 0.281
H -3.53284 1.66347 3.01672 0.056 0.024 -0.031 -0.126
H -4.47205 2.97975 2.27035 0.189 0.043 -0.017 0.400
O -0.99547 2.72184 -1.95669 -0.096 -0.008 0.002 -0.621
C -0.71434 2.67645 -3.11985 -0.212 0.177 -0.051 0.671
O 0.56528 2.57665 -3.54740 0.104 -0.074 -0.087 -0.384
C 0.61560 2.65087 -4.99121 -0.050 -0.001 -0.119 -0.435
C -0.77370 2.23798 -5.45559 -0.031 0.143 0.107 -0.022
C -1.64999 2.74356 -4.30940 0.271 -0.299 -0.244 -0.681
H 0.86631 3.67521 -5.27204 -0.019 0.023 0.036 0.266
H 1.39930 1.98845 -5.35042 0.059 -0.009 0.109 0.220
H -1.03805 2.63931 -6.43042 0.028 -0.004 -0.025 0.427
H -0.83633 1.15416 -5.51623 0.010 -0.031 -0.025 -0.134
H -1.95381 3.78213 -4.44894 -0.056 0.009 0.047 0.296
H -2.52656 2.12615 -4.13779 -0.098 0.124 0.105 0.321
O -1.88939 1.12214 -8.95290 -0.002 0.231 -0.018 -0.576
C -2.25045 0.12515 -8.40797 0.156 -0.167 -0.133 0.479
O -2.45920 0.06961 -7.06863 -0.140 -0.130 0.113 -0.267
C -2.78723 -1.27437 -6.66786 -0.039 -0.103 -0.030 -0.430
C -3.31425 -1.94801 -7.92963 0.072 0.035 -0.121 -0.518
C -2.51488 -1.23625 -9.02252 -0.344 -0.093 0.311 -0.414
H -1.88011 -1.75194 -6.29109 0.014 -0.003 -0.021 0.230
H -3.52136 -1.23150 -5.86762 0.024 0.122 0.033 0.347
H -3.19341 -3.02869 -7.91792 0.061 -0.001 0.032 0.331
H -4.37569 -1.72901 -8.04883 -0.016 -0.001 0.020 0.263
H -1.55515 -1.71831 -9.21254 0.024 0.028 -0.061 0.265
H -3.06248 -1.13178 -9.95374 0.148 0.048 -0.114 0.314
O 4.77648 -0.79364 -6.92611 -0.001 -0.037 -0.239 -0.599
C 4.21376 -0.87256 -5.87958 0.140 0.164 0.245 0.441
O 2.85144 -0.86661 -5.78814 -0.028 -0.042 0.065 -0.357
C 2.45143 -0.87261 -4.40741 -0.053 -0.041 0.047 -0.066
C 3.63818 -1.43999 -3.64767 0.194 0.015 0.077 0.044
C 4.81899 -0.96218 -4.48782 -0.402 -0.306 -0.007 -0.282
H 2.21964 0.15318 -4.11127 0.030 0.018 -0.011 -0.149
H 1.55574 -1.48105 -4.29914 -0.060 0.042 -0.135 0.388
H 3.67375 -1.11971 -2.60968 -0.020 0.032 0.004 0.200
H 3.59779 -2.52996 -3.66006 -0.003 -0.011 0.015 0.062
H 5.15900 0.03196 -4.19415 0.066 0.006 -0.039 0.320
H 5.65416 -1.65558 -4.47487 0.171 0.165 -0.082 -0.034
O 7.60471 -3.25615 -4.43665 -0.002 0.212 -0.123 -0.582
C 7.01147 -4.10188 -3.84147 0.213 -0.172 0.082 0.555
O 6.10251 -3.80481 -2.87863 -0.129 -0.110 0.019 -0.338
C 5.61896 -5.01413 -2.26179 -0.063 -0.092 0.015 -0.379
C 5.87789 -6.11548 -3.28312 0.118 0.018 -0.069 -0.526
C 7.14009 -5.60691 -3.97992 -0.456 -0.067 0.092 -0.447
H 6.17079 -5.16920 -1.33308 0.019 -0.001 -0.002 0.277
H 4.56475 -4.88984 -2.02825 0.005 0.135 0.017 0.302
H 5.98003 -7.09962 -2.83175 0.030 0.021 0.057 0.334
H 5.05553 -6.15681 -3.99823 -0.022 -0.001 0.008 0.267
H 8.05021 -5.92174 -3.46797 0.052 0.011 -0.044 0.264
H 7.19364 -5.88772 -5.02698 0.188 0.047 -0.031 0.302
O 2.40523 5.30903 2.60904 0.258 -0.077 -0.014 -0.622
C 1.23785 5.13054 2.78041 -0.181 0.250 -0.027 0.391
O 0.59464 4.03160 2.32170 -0.077 -0.046 0.011 -0.205
C -0.81972 4.13181 2.58466 -0.143 0.008 0.108 0.266
C -0.94410 5.12134 3.73520 0.118 0.223 -0.040 -0.343
C 0.24751 6.04576 3.47991 -0.222 -0.419 0.149 -0.506
H -1.31289 4.48281 1.67556 0.015 0.024 -0.015 0.218
H -1.19965 3.14377 2.83498 0.107 -0.057 -0.018 -0.354
H -1.90829 5.62285 3.76363 0.024 -0.077 -0.026 0.440
H -0.80955 4.60097 4.68405 -0.061 -0.028 -0.006 0.073
H -0.00204 6.86289 2.80180 0.054 0.051 0.003 0.278
H 0.68082 6.44647 4.39106 0.114 0.150 -0.082 0.322
```
Positions in Å, forces in eV/Å.

E = -3187.23119 Eh
Frontier orbital gap = 10.257 eV
Highest occupied orbital energy = -9.9 eV
SMILES string = O=C(O)C[SiH2]CB(O)O.O=C1CCCO1.O=C1CCCO1.O=C1CCCO1.O=C1CCCO1.O=C1CCCO1.O=C1CCCO1.O=C1CCCO1.O=C1CCCO1
Maximum force = 1.4 eV/A